Molecular formula: C41H40N2OPSTi
Method: DFT, ωB97M-V with the def2-TZVPD basis set

The HOMO energy comes out at -16.425 eV. The total energy is -91409.4860 eV. As for the LUMO energy: -0.384 Ha. The calculation puts the largest force on an atom at 1.848 eV/A. The gap between HOMO and LUMO comes out at 6.0 eV. The charge is +3.

```
87
C41H40N2OPSTi | the OMol25 dataset | ωB97M-V with the def2-TZVPD basis set
Ti -0.051 -0.149 0.029
C -3.588 0.836 -2.376
C -2.584 0.106 -1.480
C -2.617 -1.403 -1.750
C -2.854 0.472 0.004
C -4.116 -0.145 0.654
O -3.609 -0.837 1.797
C -2.314 -0.679 1.878
N -1.771 -0.005 0.890
C -1.636 -1.180 3.075
C -2.462 -1.710 4.080
C -1.956 -2.089 5.312
C -0.596 -1.970 5.567
C 0.243 -1.465 4.582
C -0.251 -1.066 3.343
P 0.985 -0.308 2.228
C 2.453 -1.363 2.224
C 2.320 -2.745 2.381
C 3.435 -3.555 2.277
C 4.680 -2.997 2.019
C 4.811 -1.625 1.850
C 3.700 -0.803 1.936
C 1.329 1.317 2.957
C 2.307 1.519 3.929
C 2.459 2.780 4.484
C 1.633 3.822 4.091
C 0.654 3.621 3.124
C 0.506 2.372 2.547
H -3.441 0.563 -3.417
H -3.487 1.916 -2.296
H -4.607 0.569 -2.102
H -1.545 0.491 -1.722
H -3.616 -1.810 -1.609
H -1.920 -1.958 -1.108
H -2.347 -1.595 -2.788
H -2.894 1.574 0.075
H -4.659 -0.851 0.019
H -4.820 0.612 1.008
H -3.520 -1.796 3.879
H -2.627 -2.462 6.073
H -0.192 -2.252 6.529
H 1.304 -1.370 4.776
H 1.351 -3.171 2.601
H 3.335 -4.620 2.406
H 5.550 -3.631 1.958
H 5.781 -1.195 1.657
H 3.798 0.268 1.809
H 2.946 0.706 4.242
H 3.222 2.938 5.230
H 1.756 4.796 4.540
H 0.014 4.442 2.835
H -0.257 2.194 1.773
C 1.751 5.639 -1.527
C 2.984 5.145 -0.754
C 2.736 5.308 0.754
C 4.168 6.037 -1.142
C 3.219 3.668 -1.043
C 4.472 3.234 -1.511
C 4.741 1.915 -1.803
C 3.742 0.982 -1.598
S 3.819 -0.733 -1.861
C 2.218 -0.867 -1.280
N 1.627 0.285 -0.913
C 2.481 1.364 -1.097
C 2.222 2.712 -0.835
C 1.570 -2.141 -1.047
C 2.101 -3.358 -1.485
C 1.501 -4.542 -1.092
C 0.393 -4.519 -0.253
C -0.149 -3.306 0.165
C 0.407 -2.100 -0.244
H 1.618 6.703 -1.353
H 0.842 5.133 -1.210
H 1.888 5.491 -2.594
H 2.556 6.355 0.979
H 3.604 4.985 1.324
H 1.872 4.732 1.078
H 3.907 7.073 -0.941
H 4.398 5.962 -2.202
H 5.058 5.814 -0.558
H 5.262 3.950 -1.655
H 5.703 1.610 -2.177
H 1.233 2.996 -0.480
H 2.972 -3.365 -2.125
H 1.907 -5.484 -1.425
H -0.051 -5.449 0.068
H -1.017 -3.321 0.821
```



Molecular formula: C11H18
Method: DFT, ωB97M-V with the def2-TZVPD basis set

As for the energy relative to the best compared isomer or geometry (same formula, charge and spin): 0.3908 eV. The HOMO energy (spin up / spin down) comes out at 1.041 / -4.013 eV. The total energy is -11697.4845 eV. Its spin multiplicity is 2. As for the LUMO energy (spin up / spin down): 0.132 / 0.126 Ha. The calculation puts the largest force on an atom at 0.861 eV/A. The gap between HOMO and LUMO (spin up / spin down) comes out at 2.6 / 7.4 eV. The charge is -1. Its expectation value of S² is 0.76.

```
29
C11H18 | the OMol25 dataset | ωB97M-V with the def2-TZVPD basis set
C -0.954 -1.775 -1.164
C -2.379 -2.273 -1.481
C -0.624 -1.638 0.300
C -1.053 -0.546 1.021
C 0.187 -2.632 0.909
C -0.658 -0.378 2.378
C 0.422 -2.553 2.301
C -0.004 -1.454 3.002
H -0.220 -2.404 -1.678
H -0.822 -0.782 -1.626
H -2.343 -3.275 -1.904
H -1.651 0.130 0.419
H 0.661 -3.396 0.296
H -0.993 0.465 2.972
H 0.970 -3.319 2.849
H 0.227 -1.382 4.060
H -2.907 -1.622 -2.177
H -3.021 -2.301 -0.603
C 1.127 2.366 -0.529
C 1.334 2.263 -2.043
C 1.616 3.725 -0.001
H 0.073 2.274 -0.270
H 1.689 1.543 -0.087
H 2.269 2.728 -2.349
H 1.520 4.483 -0.786
H 1.016 4.079 0.842
H 2.647 3.669 0.346
H 1.328 1.228 -2.393
H 0.545 2.777 -2.604
```



Molecular formula: C18H39Br2F3N6O8P3S
Method: DFT, ωB97M-V with the def2-TZVPD basis set

The HOMO energy comes out at -11.111 eV. The total energy is -231552.1720 eV. As for the LUMO energy: -0.159 Ha. The calculation puts the largest force on an atom at 3.469 eV/A. The gap between HOMO and LUMO comes out at 6.8 eV. The charge is +1.

```
80
C18H39Br2F3N6O8P3S | the OMol25 dataset | ωB97M-V with the def2-TZVPD basis set
C -3.503 -1.330 0.113
C -2.174 -1.559 -0.100
N -1.363 -0.401 -0.318
C 0.020 -0.628 -0.208
N 0.750 -1.380 -1.132
C 1.161 -2.704 -0.662
C 1.490 -3.717 -1.784
C 0.751 -5.048 -1.601
F 0.634 -5.415 -0.304
Br 1.904 -6.424 -2.426
C -0.657 -5.071 -2.327
F -0.642 -5.902 -3.367
F -0.984 -3.865 -2.806
Br -2.088 -5.661 -1.132
C 1.752 -0.647 -1.933
P 1.649 -0.776 -3.775
O 2.853 -1.497 -4.191
O 1.717 0.707 -4.424
O 0.371 -1.577 -4.279
N 0.582 -0.129 0.861
C 2.000 -0.273 1.224
C 2.102 -1.208 2.472
C 3.548 -1.771 2.567
C 4.261 -1.157 3.784
N 4.483 0.294 3.571
C 5.895 0.624 3.496
C 6.829 0.336 4.672
O 6.349 1.121 2.513
P -0.431 0.796 2.014
O -1.122 2.037 1.228
O 0.562 1.500 3.066
S -1.640 -0.299 2.995
P -1.916 0.404 -1.817
N -2.270 -0.896 -2.901
O -0.579 1.210 -2.424
H -3.829 -0.731 0.964
H -4.279 -1.702 -0.557
H -1.776 -2.573 -0.068
H 2.004 -2.701 0.044
H 0.323 -3.123 -0.089
H 2.555 -3.943 -1.731
H 1.297 -3.367 -2.800
H 2.768 -0.966 -1.672
H 1.703 0.417 -1.668
H 2.604 1.032 -4.205
H 0.033 -1.246 -5.124
H 2.457 0.687 1.482
H 2.617 -0.737 0.460
H 1.441 -2.054 2.252
H 1.846 -0.694 3.396
H 3.513 -2.854 2.722
H 4.133 -1.537 1.672
H 5.224 -1.675 3.870
H 3.670 -1.311 4.691
H 4.142 0.787 4.394
H 7.806 0.096 4.247
H 6.983 1.227 5.289
H 6.490 -0.485 5.308
H -0.732 2.019 0.336
H 1.068 2.202 2.619
H -2.390 -0.527 -3.844
H -3.197 -1.242 -2.663
H -0.877 1.570 -3.275
C -5.016 5.660 0.543
C -3.880 4.665 0.332
C -3.776 4.149 -1.114
O -4.729 3.161 -1.459
C -5.992 3.666 -1.866
N -4.023 3.569 1.295
H -5.992 5.177 0.552
H -4.899 6.165 1.501
H -5.018 6.424 -0.238
H -2.944 5.189 0.553
H -2.801 3.660 -1.226
H -3.799 4.975 -1.836
H -5.895 4.599 -2.426
H -6.647 3.812 -1.005
H -6.455 2.920 -2.512
H -3.221 2.953 1.208
H -4.804 2.995 0.986
```